Here is 12 unconnected molecules or ions with the total composition C24H72O12S12 at a distorted geometry from the Open Molecules 2025 dataset. Energies are from wB97M-V/def2-TZVPD.

Computed properties:
LUMO energy	-0.35	eV
total energy	-180636.548	eV
E_HOMO	-8.36	eV
energy relative to the best compared isomer or geometry (same formula, charge and spin)	174.5	kJ/mol

CARTESIAN COORDINATES (ANGSTROEM)
C -0.25 -3.19 -3.87
S 0.25 -1.82 -4.92
O -1.03 -1.60 -5.74
C 0.22 -0.51 -3.66
H -1.11 -2.80 -3.31
H 0.46 -3.46 -3.08
H -0.70 -4.08 -4.31
H -0.08 0.43 -4.12
H 1.19 -0.33 -3.19
H -0.48 -0.72 -2.85
C 4.97 4.85 -2.68
S 3.83 3.42 -2.80
O 4.31 2.40 -3.83
C 3.94 2.76 -1.10
H 5.30 5.13 -3.68
H 5.83 4.54 -2.09
H 4.45 5.63 -2.14
H 3.73 3.54 -0.37
H 4.93 2.35 -0.90
H 3.21 1.96 -0.99
C -1.28 -4.26 0.29
S 0.44 -4.55 0.91
O 0.41 -5.35 2.20
C 0.82 -5.68 -0.49
H -1.84 -3.66 1.01
H -1.86 -5.18 0.18
H -1.26 -3.77 -0.68
H 1.78 -5.35 -0.87
H 0.07 -5.63 -1.27
H 0.87 -6.69 -0.09
C -5.43 -3.31 -3.46
S -3.96 -3.55 -2.45
O -3.46 -2.22 -1.97
C -4.79 -4.56 -1.10
H -5.20 -2.60 -4.25
H -6.37 -3.05 -2.97
H -5.68 -4.24 -3.98
H -4.84 -5.64 -1.22
H -5.81 -4.16 -1.09
H -4.28 -4.21 -0.21
C -1.55 0.32 4.79
S 0.00 0.93 5.47
O 0.80 1.56 4.37
C -0.68 2.41 6.34
H -1.85 1.14 4.13
H -2.37 0.12 5.48
H -1.41 -0.63 4.27
H -1.06 2.10 7.31
H -1.43 3.00 5.82
H 0.18 3.02 6.61
C -5.46 -1.48 1.49
S -4.05 -2.41 2.09
O -3.09 -1.37 2.61
C -4.83 -3.37 3.44
H -6.04 -2.13 0.84
H -5.06 -0.67 0.88
H -5.97 -1.03 2.34
H -4.19 -4.25 3.50
H -5.89 -3.58 3.31
H -4.80 -2.73 4.32
C -3.78 0.28 -4.67
S -4.49 1.72 -3.78
O -5.98 1.56 -3.69
C -3.84 1.18 -2.14
H -2.72 0.49 -4.75
H -4.29 0.23 -5.63
H -3.99 -0.64 -4.13
H -4.29 1.79 -1.36
H -2.77 1.39 -2.15
H -4.14 0.14 -2.01
C 0.31 6.15 4.53
S 1.04 6.01 2.89
O 2.18 6.97 2.80
C 1.77 4.35 3.06
H 0.10 7.20 4.73
H 0.97 5.83 5.33
H -0.61 5.57 4.56
H 2.26 4.15 2.10
H 0.98 3.61 3.19
H 2.53 4.38 3.84
C 0.79 3.04 -4.94
S 0.54 4.61 -4.02
O -0.66 5.23 -4.69
C -0.20 3.85 -2.52
H 1.13 3.44 -5.90
H -0.16 2.52 -5.07
H 1.55 2.46 -4.44
H -1.16 3.49 -2.87
H -0.06 4.58 -1.73
H 0.41 2.99 -2.23
C -1.23 -0.65 -0.12
S 0.55 -0.36 -0.04
O 0.97 0.80 -0.91
C 0.62 0.42 1.59
H -1.56 -0.96 -1.11
H -1.80 0.24 0.13
H -1.34 -1.47 0.58
H -0.01 -0.02 2.36
H 0.63 1.50 1.57
H 1.65 0.26 1.94
C 4.38 -3.94 -0.75
S 5.16 -2.97 0.59
O 5.65 -1.69 -0.08
C 3.68 -2.50 1.56
H 4.16 -4.93 -0.35
H 5.06 -4.03 -1.59
H 3.47 -3.43 -1.07
H 3.97 -1.88 2.41
H 2.97 -3.31 1.71
H 3.18 -1.73 0.96
C 4.29 1.60 3.40
S 6.12 1.48 3.47
O 6.37 0.57 4.62
C 6.31 0.59 1.91
H 3.88 0.60 3.53
H 3.94 1.84 2.39
H 4.03 2.42 4.06
H 7.22 0.04 1.73
H 6.23 1.21 1.01
H 5.42 -0.05 1.91